Entry 1:
The following is a quantum chemistry calculation of a structure of composition C30H61ClOP2Yb in a non-equilibrium geometry, from OMol25.

Computed properties:
highest occupied orbital energy (spin up / spin down)	-3.36 / -3.28	eV
LUMO (spin up / spin down)	2.7525 / 2.7527	eV

ORCA input file:
```
! wB97M-V def2-TZVPD RIJCOSX def2/J DEFGRID3
* xyz -1 2
Yb 0.00 0.00 0.00
Cl -0.98 2.22 0.36
P 2.09 1.11 0.18
C 2.15 2.38 1.57
C 3.66 0.13 0.42
C 2.29 2.18 -1.34
C 1.37 1.98 2.82
H 1.63 3.23 1.13
C 3.56 2.82 1.98
H 4.03 2.10 2.64
H 3.49 3.76 2.52
H 4.23 2.98 1.14
H 0.31 2.16 2.69
H 1.72 2.58 3.66
H 1.51 0.94 3.08
H 1.42 2.83 -1.22
C 2.11 1.43 -2.66
C 3.54 3.06 -1.40
H 3.48 3.90 -0.71
H 3.65 3.46 -2.40
H 4.44 2.49 -1.18
H 1.63 0.47 -2.52
H 3.06 1.26 -3.16
H 1.49 2.02 -3.33
C 3.53 -0.76 1.66
H 4.43 0.87 0.62
C 4.10 -0.67 -0.80
H 3.54 -0.20 2.58
H 4.38 -1.46 1.69
H 2.62 -1.35 1.63
H 3.27 -1.21 -1.26
H 4.84 -1.41 -0.50
H 4.56 -0.04 -1.55
H -0.12 0.09 1.62
H -0.18 0.58 -1.51
P -2.25 -0.76 -0.12
C -3.35 0.31 -1.22
C -2.62 -2.50 -0.71
C -3.01 -0.53 1.57
C -2.65 0.90 -2.43
H -3.58 1.15 -0.55
C -4.65 -0.35 -1.65
H -4.50 -1.02 -2.49
H -5.35 0.43 -1.98
H -5.15 -0.91 -0.87
H -1.99 1.72 -2.16
H -3.40 1.29 -3.12
H -2.06 0.16 -2.97
H -2.92 0.56 1.66
C -2.21 -1.15 2.70
C -4.48 -0.89 1.70
H -5.14 -0.18 1.20
H -4.76 -0.89 2.76
H -4.70 -1.89 1.32
H -1.23 -1.50 2.38
H -2.73 -1.99 3.16
H -2.05 -0.41 3.49
C -2.03 -2.72 -2.10
H -3.70 -2.54 -0.79
C -2.19 -3.59 0.26
H -2.66 -2.32 -2.89
H -1.92 -3.79 -2.28
H -1.05 -2.26 -2.19
H -1.15 -3.51 0.54
H -2.33 -4.56 -0.22
H -2.79 -3.59 1.16
C -0.14 -5.00 -3.45
C -0.14 -5.10 -1.90
C -1.03 -6.29 -1.42
C 1.19 -5.05 -1.38
C 1.79 -6.31 -1.67
C 3.01 -6.63 -1.27
C 3.70 -5.70 -0.62
C 3.20 -4.38 -0.36
C 4.32 -3.62 0.15
C 4.94 -4.08 1.47
C 5.43 -3.55 -0.99
C 1.82 -3.88 -0.68
O 1.19 -2.48 -0.42
H 0.32 -5.90 -3.92
H 0.42 -4.10 -3.79
H -1.17 -4.95 -3.88
H -0.40 -4.24 -1.34
H -0.75 -7.26 -1.88
H -0.98 -6.40 -0.32
H -2.08 -6.13 -1.73
H 1.30 -7.10 -2.22
H 3.44 -7.61 -1.49
H 4.70 -6.03 -0.37
H 3.76 -2.76 0.35
H 5.46 -5.05 1.39
H 5.72 -3.34 1.77
H 4.17 -4.13 2.26
H 4.97 -3.18 -1.94
H 6.28 -2.90 -0.72
H 5.90 -4.52 -1.24
*
```

Entry 2:
The following is a quantum chemistry calculation of a structure of composition C4H10N2O, from OMol25.

Computed properties:
highest occupied orbital energy	-8.26	eV
ΔE to the lowest compared entry with this formula, charge and spin	85.6	kcal/mol
LUMO	0.7225	eV

ORCA input file:
```
! wB97M-V def2-TZVPD RIJCOSX def2/J DEFGRID3
* xyz 0 1
C -0.58 0.60 -0.66
C -0.02 -1.48 1.99
C 0.45 0.82 -1.78
N -0.50 -0.79 -0.13
C 0.71 -1.16 0.81
N -0.46 1.50 0.47
O 1.83 -1.28 0.38
H -0.50 -1.46 -0.90
H -1.59 0.72 -1.06
H 0.52 1.62 0.74
H -0.83 2.42 0.25
H -1.01 -1.40 0.90
H 0.47 -2.08 2.76
H -0.59 -0.64 2.38
H 1.46 0.65 -1.40
H 0.36 1.83 -2.16
H 0.28 0.13 -2.61
*
```

Entry 3:
The following is a quantum chemistry calculation of a cluster of 15 separate species, C16H62N16O15 in total in a non-equilibrium geometry, from OMol25.

Computed properties:
highest occupied orbital energy	-8.30	eV
ΔE to the lowest compared entry with this formula, charge and spin	78.8	kcal/mol
LUMO	-1.0204	eV

ORCA input file:
```
! wB97M-V def2-TZVPD RIJCOSX def2/J DEFGRID3
* xyz 0 1
C -1.48 -2.97 -2.60
C -2.41 -3.45 -3.66
O -2.96 -4.62 -3.40
H -0.89 -2.08 -2.85
H -0.89 -3.74 -2.35
H -1.99 -2.82 -1.67
H -1.78 -3.50 -4.57
H -3.28 -2.87 -3.91
H -3.22 -4.96 -4.25
C -1.27 4.13 -1.10
O -1.29 5.48 -1.31
N -1.92 3.27 -1.89
N -0.73 3.55 -0.06
H -2.70 3.64 -2.50
H -2.25 2.38 -1.55
H -0.16 4.24 0.48
H -0.72 2.55 -0.01
C -3.74 2.27 0.75
O -3.38 1.43 -0.28
N -4.83 2.12 1.51
N -3.02 3.27 1.23
H -5.59 1.45 1.24
H -5.17 2.76 2.33
H -2.15 3.52 0.69
H -3.46 4.11 1.61
C 3.09 -1.21 -3.54
O 3.24 -2.44 -3.07
N 3.39 -0.11 -2.98
N 2.54 -0.98 -4.71
H 3.83 -0.15 -2.05
H 3.74 0.78 -3.38
H 2.65 -1.75 -5.38
H 2.35 -0.06 -5.05
C -0.84 1.72 3.36
O -0.16 1.29 2.26
N -1.81 2.62 3.40
N -0.39 1.37 4.55
H -2.25 2.95 2.41
H -2.38 2.68 4.18
H 0.16 0.45 4.41
H -0.71 1.71 5.51
C 2.05 -1.14 4.65
O 3.22 -0.64 5.03
N 1.35 -0.79 3.67
N 1.49 -2.12 5.33
H 0.48 -1.16 3.15
H 1.87 -0.03 3.13
H 1.69 -2.06 6.36
H 0.68 -2.52 4.95
C 0.82 1.92 -4.10
O 1.76 2.03 -5.13
N -0.07 2.86 -3.93
N 0.93 1.05 -3.19
H -0.20 3.46 -4.72
H -0.70 2.94 -3.14
H 1.79 0.44 -3.20
H 0.30 0.89 -2.49
C -0.81 -3.06 3.03
O -0.53 -3.74 1.84
N -0.68 -3.41 4.28
N -1.02 -1.79 2.94
H -0.73 -4.45 4.36
H -1.22 -2.86 5.08
H -1.39 -1.51 1.96
H -1.36 -1.20 3.71
C 3.05 1.64 2.83
O 4.36 1.99 2.75
N 2.35 2.04 3.89
N 2.44 0.91 1.94
H 2.80 2.83 4.50
H 1.33 1.99 4.02
H 2.99 0.48 1.18
H 1.44 1.14 1.81
C 3.79 -1.20 0.22
O 3.97 0.11 -0.13
H 4.54 -1.50 0.92
H 3.79 -1.78 -0.69
H 2.78 -1.37 0.64
H 4.97 0.27 -0.16
C 0.57 -0.32 -0.49
O -0.57 0.43 -0.79
H 1.53 0.02 -0.83
H 0.39 -1.29 -0.92
H 0.76 -0.54 0.59
H -1.21 0.06 -0.20
C 1.19 -3.81 -0.73
O 2.06 -3.97 0.39
H 0.29 -3.26 -0.44
H 0.85 -4.75 -0.98
H 1.52 -3.32 -1.57
H 1.49 -4.05 1.13
C -2.59 0.13 -3.00
O -3.13 -0.08 -4.24
H -2.75 -0.61 -2.20
H -2.86 1.09 -2.56
H -1.55 0.24 -3.07
H -2.35 -0.29 -4.75
C 2.77 2.73 -0.94
O 2.78 4.13 -1.24
H 1.70 2.56 -0.67
H 3.43 2.47 -0.18
H 3.13 2.08 -1.75
H 2.20 4.35 -2.04
C -3.56 -1.94 0.38
O -2.13 -1.79 0.43
H -4.11 -1.07 0.65
H -3.75 -2.77 1.03
H -3.86 -2.44 -0.59
H -1.74 -2.68 0.50
*
```

Entry 4:
The following is a quantum chemistry calculation of a cluster of 2 separate species, C4H10N2O in total in a non-equilibrium geometry, from OMol25.

Computed properties:
highest occupied orbital energy	-7.81	eV
ΔE to the lowest compared entry with this formula, charge and spin	132.4	kcal/mol
LUMO	-0.1585	eV

ORCA input file:
```
! wB97M-V def2-TZVPD RIJCOSX def2/J DEFGRID3
* xyz 0 1
C -1.29 -0.50 0.23
C -0.74 -1.85 0.53
N 0.36 0.80 1.34
H 1.09 0.17 1.68
H 0.05 1.44 2.07
H -1.81 0.00 1.04
H -1.85 -0.43 -0.69
H -1.57 -2.57 0.49
H -0.28 -1.91 1.51
H -0.01 -2.17 -0.22
C 0.89 1.51 0.13
C 0.70 0.37 -2.09
N 0.16 0.48 -0.95
O 2.14 1.63 0.01
H 0.24 2.42 0.02
H 1.69 0.82 -2.24
H 0.20 -0.20 -2.87
*
```

Entry 5:
The following is a quantum chemistry calculation of a cluster of 9 separate species, C44H85N9 in total in a non-equilibrium geometry, from OMol25.

Computed properties:
highest occupied orbital energy	-8.04	eV
ΔE to the lowest compared entry with this formula, charge and spin	14.7	kcal/mol
SMILES	c1cc[nH]c1.c1cc[nH]c1.c1cc[nH]c1.c1cc[nH]c1.c1cc[nH]c1.CCN(CC)CC.CCN(CC)CC.CCN(CC)CC.CCN(CC)CC
LUMO	0.6769	eV

ORCA input file:
```
! wB97M-V def2-TZVPD RIJCOSX def2/J DEFGRID3
* xyz 0 1
C -2.37 -2.10 -4.89
C -3.60 -1.79 -5.53
C -4.10 -0.69 -4.87
N -3.21 -0.33 -3.90
C -2.18 -1.21 -3.85
H -1.73 -2.94 -5.13
H -4.06 -2.27 -6.38
H -4.99 -0.10 -5.01
H -3.35 0.42 -3.24
H -1.47 -1.09 -3.05
C 2.83 3.32 0.03
C 1.78 4.03 -0.62
C 2.20 4.19 -1.93
N 3.42 3.62 -2.06
C 3.79 2.98 -0.89
H 2.77 2.95 1.04
H 0.81 4.28 -0.23
H 1.74 4.74 -2.73
H 3.93 3.50 -2.92
H 4.70 2.42 -0.88
C 0.77 0.49 -1.00
C 0.18 0.78 0.23
C -0.30 -0.38 0.77
N -0.13 -1.37 -0.16
C 0.57 -0.87 -1.23
H 1.25 1.20 -1.65
H 0.13 1.73 0.74
H -0.89 -0.55 1.66
H -0.45 -2.32 0.05
H 0.81 -1.49 -2.08
C 4.28 -0.16 -2.20
C 4.61 0.61 -3.33
C 5.93 0.99 -3.26
N 6.40 0.43 -2.11
C 5.42 -0.24 -1.42
H 3.31 -0.56 -1.96
H 3.88 0.95 -4.05
H 6.46 1.70 -3.87
H 7.34 0.59 -1.80
H 5.62 -0.74 -0.49
C 4.18 -2.93 2.67
C 4.83 -1.68 2.53
C 3.95 -0.79 1.98
N 2.78 -1.47 1.77
C 2.90 -2.76 2.20
H 4.52 -3.83 3.15
H 5.86 -1.50 2.80
H 4.08 0.25 1.75
H 1.90 -1.12 1.44
H 2.03 -3.40 2.19
C -0.84 2.58 3.41
C 0.53 1.92 3.50
N 1.24 2.15 4.76
C 2.43 1.33 4.89
C 2.16 -0.16 5.14
C 1.56 3.56 4.98
C 2.61 4.19 4.06
H -1.45 2.08 2.66
H -0.81 3.64 3.13
H -1.38 2.56 4.36
H 0.29 0.85 3.52
H 1.22 2.17 2.69
H 3.05 1.69 5.71
H 3.05 1.40 3.98
H 1.53 -0.36 6.01
H 3.15 -0.60 5.29
H 1.70 -0.61 4.26
H 0.64 4.14 4.90
H 1.82 3.69 6.04
H 2.75 5.25 4.25
H 3.59 3.70 4.12
H 2.30 4.13 3.01
C 0.17 2.62 -4.21
C -0.71 1.81 -5.14
N -0.90 2.47 -6.45
C -2.02 1.86 -7.14
C -3.38 2.34 -6.63
C 0.34 2.36 -7.22
C 0.36 3.33 -8.40
H 0.02 2.42 -3.15
H -0.10 3.68 -4.27
H 1.23 2.51 -4.43
H -0.36 0.78 -5.30
H -1.71 1.80 -4.71
H -2.02 2.10 -8.20
H -1.96 0.76 -7.11
H -3.66 2.10 -5.61
H -3.41 3.43 -6.74
H -4.15 1.93 -7.28
H 0.42 1.32 -7.58
H 1.20 2.52 -6.58
H 0.10 4.36 -8.16
H -0.38 3.08 -9.17
H 1.33 3.32 -8.91
C -0.17 -4.52 -2.06
C -0.93 -4.96 -0.81
N -1.70 -3.87 -0.19
C -2.87 -3.61 -1.07
C -3.67 -2.40 -0.58
C -2.18 -4.32 1.12
C -1.05 -4.25 2.16
H 0.55 -5.31 -2.30
H 0.51 -3.71 -1.78
H -0.73 -4.19 -2.92
H -1.59 -5.80 -1.07
H -0.21 -5.36 -0.09
H -2.51 -3.40 -2.07
H -3.55 -4.46 -1.13
H -4.23 -2.61 0.33
H -3.04 -1.53 -0.40
H -4.45 -2.15 -1.31
H -2.52 -5.36 1.09
H -2.98 -3.70 1.52
H -0.41 -5.14 2.20
H -1.45 -4.21 3.18
H -0.39 -3.39 2.05
C -4.21 -1.60 3.20
C -2.88 -1.02 3.71
N -2.66 -1.38 5.11
C -3.61 -0.74 6.01
C -3.70 0.80 5.88
C -1.25 -1.12 5.46
C -0.87 -1.84 6.76
H -5.00 -0.88 3.43
H -4.38 -2.57 3.66
H -4.25 -1.66 2.11
H -2.06 -1.40 3.10
H -2.83 0.06 3.54
H -4.58 -1.21 5.79
H -3.45 -0.98 7.06
H -4.17 1.33 6.70
H -2.73 1.23 5.63
H -4.35 1.01 5.02
H -1.06 -0.05 5.57
H -0.67 -1.42 4.59
H 0.17 -1.70 7.06
H -1.09 -2.90 6.69
H -1.41 -1.32 7.55
*
```

Question: Which formula does entry 2 have?
Answer: C4H10N2O